Formula: C4H7N2O
Source: the OMol25 dataset
Level of theory: ωB97M-V with the def2-TZVPD basis set

Values from the calculation:
structure (SMILES)	CC(C)=CN=[N+]=O
energy relative to the best compared isomer or geometry (same formula, charge and spin)	6.209	eV
strongest force on any atom	3.887	eV/A
E_HOMO (spin up / spin down)	-14.65 / -14.65	eV
total charge	+1
E_LUMO (spin up / spin down)	-5.9 / -5.9	eV
E	-340.908083	Eh

Cartesian coordinates (Å):
C (-1.87179, -0.90491, 0.11947)
C (-0.47349, -0.19803, 0.00734)
C (-0.52518, 1.30762, 0.00807)
C (0.79502, -0.75381, -0.02261)
N (2.00907, -0.07152, -0.07960)
N (3.11566, -0.00234, 0.17455)
O (4.24933, 0.09478, 0.07258)
H (-2.43460, -0.37082, -0.70792)
H (-1.67448, -1.97459, -0.13703)
H (-2.38049, -0.53308, 1.00150)
H (-0.09528, 1.69698, 0.96657)
H (-1.47202, 1.78658, -0.16177)
H (-0.03155, 1.67400, -1.03789)
H (0.78980, -1.75087, -0.20326)

Formula: C3H10N4O
Source: the OMol25 dataset
Level of theory: ωB97M-V with the def2-TZVPD basis set

Values from the calculation:
energy relative to the best compared isomer or geometry (same formula, charge and spin)	5.929	eV
strongest force on any atom	4.011	eV/A
E_HOMO (spin up / spin down)	-6.78 / -6.58	eV
total charge	0
E_LUMO (spin up / spin down)	0.7 / 0.5	eV
E	-414.395357	Eh

Cartesian coordinates (Å):
C (0.20227, 0.52341, -0.56469)
C (-2.20966, 0.46321, -1.15274)
N (-0.49589, -0.59973, -0.37311)
C (2.05724, -0.56307, -0.20280)
N (-0.78431, -0.90051, 0.95905)
N (2.13887, -1.24791, 0.94988)
N (0.22666, 1.59123, 0.32277)
O (2.95072, -0.35886, -0.98547)
H (0.40327, 0.75939, -1.60033)
H (-1.36642, -1.72906, 0.96531)
H (-1.27434, -0.14133, 1.43327)
H (1.27782, -1.46264, 1.43149)
H (3.00700, -1.69418, 1.22850)
H (0.41572, 1.33817, 1.28322)
H (0.79944, 2.36483, 0.02040)
H (-2.00369, 1.10268, -2.00407)
H (-2.60559, 0.99971, -0.29384)
H (-2.73910, -0.44536, -1.41683)

Formula: C41H40AsN8O5S3Ti
Source: the OMol25 dataset
Level of theory: ωB97M-V with the def2-TZVPD basis set

Values from the calculation:
<S²>	0.7546
energy relative to the best compared isomer or geometry (same formula, charge and spin)	0.000	eV
2S+1	2
strongest force on any atom	0.569	eV/A
E_HOMO (spin up / spin down)	-7.50 / -7.51	eV
total charge	0
E_LUMO (spin up / spin down)	-0.1 / -0.1	eV
E	-6680.498549	Eh

Cartesian coordinates (Å):
Ti (0.57797, -0.06232, 0.29502)
O (-1.94529, 3.30299, -1.21099)
S (-0.76993, 3.04092, -0.41382)
O (0.50037, 3.06551, -1.09921)
N (-0.85436, 1.65969, 0.40956)
C (-1.95022, 1.51652, 1.27272)
C (-3.10868, 2.26622, 1.30304)
C (-4.09201, 2.04860, 2.28986)
C (-3.94896, 1.09179, 3.24868)
C (-2.78572, 0.28997, 3.24525)
C (-2.54319, -0.71768, 4.20344)
C (-1.38096, -1.42929, 4.15671)
C (-0.46158, -1.16533, 3.12794)
N (-0.67053, -0.26002, 2.19700)
C (-1.80384, 0.49233, 2.25655)
C (-0.67733, 4.30231, 0.83460)
C (-1.29421, 5.52234, 0.60745)
C (-1.14124, 6.54199, 1.53689)
C (-0.38210, 6.33216, 2.67932)
C (0.23091, 5.10409, 2.89615)
C (0.08902, 4.08171, 1.97104)
H (-3.27964, 3.02677, 0.55773)
H (-4.98335, 2.66348, 2.27142)
H (-4.71002, 0.92177, 3.99886)
H (-3.28377, -0.90588, 4.97140)
H (-1.15542, -2.19683, 4.88326)
H (0.46780, -1.71436, 3.06660)
H (-1.89367, 5.65623, -0.28351)
H (-1.62092, 7.49795, 1.37149)
H (-0.26957, 7.12738, 3.40507)
H (0.82101, 4.93995, 3.78852)
H (0.57577, 3.12414, 2.11765)
C (1.58371, -2.14658, -2.28589)
C (2.75331, -1.52438, -1.59039)
C (4.02327, -1.85249, -2.12973)
C (5.15649, -1.39000, -1.54699)
C (5.05869, -0.61277, -0.37418)
C (6.20334, -0.14663, 0.31167)
C (6.05889, 0.57099, 1.46118)
C (4.77466, 0.84522, 1.96598)
C (3.64481, 0.42246, 1.31303)
S (2.04921, 0.76307, 1.94126)
C (3.77266, -0.31891, 0.11081)
N (2.62600, -0.73629, -0.53327)
H (1.48863, -1.74084, -3.29677)
H (0.63773, -2.00438, -1.78323)
H (1.75545, -3.21862, -2.38954)
H (4.05509, -2.47417, -3.01456)
H (6.13304, -1.62134, -1.95608)
H (7.18304, -0.37707, -0.08817)
H (6.92934, 0.92836, 1.99621)
H (4.66497, 1.40667, 2.88509)
O (0.85488, -2.25026, 0.85091)
N (-0.32042, -2.58937, 0.50915)
O (-0.79426, -3.66009, 0.80177)
O (-0.95067, -1.70761, -0.14437)
C (0.80131, 1.43146, -3.95849)
C (1.15388, 0.94646, -2.71526)
N (0.25466, 0.42372, -1.87751)
C (-1.03406, 0.41297, -2.23411)
C (-1.49829, 0.95387, -3.42869)
C (-0.53441, 1.44583, -4.30915)
C (-2.90886, 1.14774, -3.79475)
C (-4.08664, 1.03236, -3.16461)
C (-4.49815, 0.54720, -1.83627)
C (-5.74124, 0.93934, -1.33728)
C (-6.12420, 0.43213, -0.11207)
N (-5.36657, -0.41275, 0.58590)
C (-4.20225, -0.72313, 0.03003)
N (-3.73373, -0.28958, -1.13493)
H (1.55910, 1.83420, -4.61510)
H (2.17480, 0.99997, -2.36031)
H (-1.73835, -0.02526, -1.54709)
H (-0.84194, 1.87263, -5.25672)
H (-2.99561, 1.57060, -4.79163)
H (-4.93479, 1.39853, -3.73466)
H (-6.38124, 1.61366, -1.88948)
H (-7.07766, 0.70256, 0.32942)
H (-3.55994, -1.40986, 0.57130)
C (2.77958, 4.93879, -0.53328)
C (3.28051, 3.59772, -0.79309)
N (3.64697, 2.52566, -0.97128)
H (2.04205, 4.89393, 0.26630)
H (2.29452, 5.32214, -1.42873)
H (3.59911, 5.59525, -0.24548)
C (1.97522, -5.55744, 0.37178)
As (0.66473, -6.50791, -0.68136)
C (-0.74479, -6.94712, 0.55368)
C (1.51030, -8.20096, -1.06816)
S (0.03723, -5.51609, -2.39534)
H (2.56363, -6.25364, 0.96888)
H (1.46182, -4.84428, 1.01293)
H (2.62607, -5.01350, -0.31121)
H (-0.33229, -7.45121, 1.42750)
H (-1.45759, -7.59660, 0.04911)
H (-1.23543, -6.02198, 0.84386)
H (1.56612, -8.81342, -0.16850)
H (2.51150, -8.01538, -1.45283)
H (0.92672, -8.70864, -1.83289)

Formula: C7H10N2O3Sn
Source: the OMol25 dataset
Level of theory: ωB97M-V with the def2-TZVPD basis set

Values from the calculation:
energy relative to the best compared isomer or geometry (same formula, charge and spin)	0.000	eV
strongest force on any atom	4.547	eV/A
E_HOMO	-7.36	eV
total charge	0
E_LUMO	-2.3	eV
E	-821.970186	Eh

Cartesian coordinates (Å):
C (-0.84749, 0.99571, -1.84821)
C (0.42635, 1.13756, -2.47748)
C (1.20908, 2.03308, -1.70099)
C (0.43109, 2.41529, -0.55607)
C (-0.83057, 1.75288, -0.64803)
Sn (2.02748, 0.80668, 1.09933)
N (-0.83414, -1.68852, 0.07676)
C (-1.00532, -2.98400, -0.19437)
C (0.41304, -2.24463, -0.18565)
H (2.18913, 2.42874, -1.96323)
H (0.73529, 0.65553, -3.41139)
H (0.70382, 3.16269, 0.19442)
H (-1.64703, 1.84670, 0.05382)
H (-1.68986, 0.41449, -2.22301)
H (0.87509, -2.04240, -1.15454)
H (-1.50981, -3.15643, -1.14486)
H (-1.29281, -1.01841, 0.69140)
H (1.12283, -2.42640, 0.61763)
H (-1.14533, -3.68604, 0.62864)
O (-0.54692, 0.43083, 4.07055)
N (0.11851, 0.40157, 3.06194)
O (1.30837, -0.21355, 3.01670)
O (-0.21502, 0.97852, 1.94683)